Computed, not measured: a structure of composition C3H4FN4 at a distorted geometry, with ωB97M-V with the def2-TZVPD basis set.

Geometry as ORCA input:
```
! wB97M-V def2-TZVPD RIJCOSX def2/J DEFGRID3
* xyz -1 1
C 1.7557 -0.4376 -0.2912
N -2.9255 -0.4371 -0.8254
C -1.3892 0.2695 0.2600
N -3.1117 -0.6898 0.4753
F 1.4510 1.9428 -0.2874
C 1.0428 0.7480 0.3040
H 1.1189 -0.9584 -1.0434
N -2.0741 -0.2584 1.2379
H 2.2251 -1.1181 0.5449
H 2.7170 -0.0787 -0.7965
N -1.7589 0.2005 -0.9891
H 0.9490 0.8172 1.4109
*
```

## Properties
frontier orbital gap (spin up / spin down) = 8.3 / 8.4 eV
relative energy (zero: lowest compared OMol25 entry of this formula, charge and spin) = 90.1 kcal/mol